Record 1
66
Properties=species:S:1:pos:R:3:lowdin_charge:R:1 method="wB97M-V/def2-TZVPD" relative_energy_kcal_mol=0.0 spin_multiplicity=1 lumo_ev=0.16 orbital_gap_ev=8.601
Pt -0.89 1.07 0.40 1.2487
O -4.87 1.57 4.45 0.1322
C -4.12 2.66 4.44 -0.4969
O -4.28 3.56 5.23 0.1120
C -3.05 2.72 3.42 -0.0367
C -2.14 3.75 3.26 0.0396
N -1.33 3.43 2.24 0.0903
N -1.67 2.25 1.74 -0.1112
C -2.70 1.79 2.42 -0.1234
C -3.17 0.44 1.96 -0.5344
O -4.15 -0.09 2.49 0.0763
O -2.47 -0.06 1.00 -0.1577
H -4.61 0.91 3.76 0.0628
H -2.05 4.68 3.80 0.1456
H -0.53 3.89 1.81 0.1560
I 0.66 -0.97 6.41 0.8762
C 1.31 -0.76 4.45 -0.7281
C 2.65 -0.85 4.12 -0.1388
C 3.02 -0.69 2.79 -0.0518
C 2.03 -0.44 1.85 -0.1325
N 0.74 -0.36 2.17 0.0417
C 0.39 -0.51 3.43 -0.2139
H 3.40 -1.03 4.88 0.0972
H 4.06 -0.74 2.49 0.1072
H 2.27 -0.30 0.80 0.0988
H -0.67 -0.44 3.66 0.0938
C -0.93 -3.82 -3.98 0.0116
N -1.21 -2.93 -2.86 -0.0600
N -0.23 -2.11 -2.34 0.0616
C -0.82 -1.11 -1.61 -0.3716
O -0.12 -0.31 -0.94 -0.1497
C -2.22 -1.28 -1.77 0.0700
C -2.41 -2.39 -2.55 -0.2467
C -3.67 -2.97 -3.07 -0.0012
C 1.12 -2.55 -2.22 -0.2026
C 2.14 -1.71 -2.61 -0.0042
C 3.45 -2.12 -2.46 -0.0603
C 3.74 -3.37 -1.94 -0.0775
C 2.71 -4.22 -1.56 -0.0709
C 1.39 -3.81 -1.68 -0.0118
H 0.11 -3.71 -4.27 0.0962
H -1.55 -3.55 -4.83 0.0942
H -1.11 -4.86 -3.71 0.0974
H -2.98 -0.68 -1.30 0.1097
H -4.52 -2.52 -2.57 0.0915
H -3.70 -4.05 -2.91 0.0915
H -3.77 -2.79 -4.14 0.0899
H 1.89 -0.74 -3.03 0.1129
H 4.26 -1.45 -2.76 0.1113
H 4.77 -3.69 -1.83 0.1053
H 2.93 -5.19 -1.14 0.1068
H 0.58 -4.44 -1.35 0.1222
F 0.14 5.15 -0.34 0.1497
C 0.56 4.35 -1.33 -0.5450
F 1.29 5.10 -2.17 0.1690
F -0.53 3.95 -1.99 0.1683
C 1.32 3.12 -0.74 -0.3123
O 0.52 2.53 0.17 -0.2717
C 1.77 2.18 -1.89 -0.5493
F 2.60 2.78 -2.76 0.1674
F 2.42 1.11 -1.41 0.1477
F 0.73 1.73 -2.60 0.1588
C 2.58 3.61 0.05 -0.5446
F 3.24 2.57 0.57 0.1666
F 3.45 4.30 -0.70 0.1684
F 2.21 4.39 1.07 0.1582

Record 2
52
Properties=species:S:1:pos:R:3:lowdin_charge:R:1 method="wB97M-V/def2-TZVPD" charge=-1 spin_multiplicity=1 lumo_ev=1.72 orbital_gap_ev=5.201
K -0.32 0.77 -2.41 0.4014
S -2.78 -0.90 -3.28 0.3710
C -3.07 0.52 -4.24 -1.2601
S -2.60 2.13 -3.73 0.3067
C -3.70 0.41 -5.49 -0.4478
C -3.69 1.46 -6.45 -0.3186
N -3.72 2.29 -7.26 0.0955
C -4.36 -0.78 -5.90 -0.3077
N -4.88 -1.75 -6.26 0.0963
N 4.12 1.05 -4.69 0.0460
C 4.62 0.26 -3.68 -0.1039
C 3.58 0.06 -2.82 -0.1447
N 2.46 0.72 -3.28 0.0021
C 2.82 1.30 -4.40 -0.1957
H 4.61 1.38 -5.50 0.1469
H 5.64 -0.08 -3.68 0.1032
H 3.57 -0.50 -1.91 0.0819
H 2.18 1.89 -5.03 0.1311
C -0.23 1.82 6.12 -0.1009
C -1.32 2.26 5.38 -0.0946
C -1.35 2.06 4.00 -0.1424
C -0.30 1.41 3.35 -0.4057
C 0.78 0.97 4.11 -0.1256
C 0.82 1.18 5.48 -0.0933
Sb -0.48 1.11 1.24 1.4962
C 1.32 -0.04 1.02 -0.4068
C 1.31 -1.42 0.79 -0.1076
C 2.50 -2.12 0.64 -0.0835
C 3.72 -1.46 0.72 -0.1123
C 3.74 -0.08 0.93 -0.1069
C 2.55 0.61 1.07 -0.1569
C -1.82 -0.54 1.36 -0.4124
C -1.81 -1.43 2.43 -0.1407
C -2.67 -2.52 2.43 -0.0978
C -3.54 -2.73 1.36 -0.0875
C -3.55 -1.84 0.29 -0.0771
C -2.70 -0.74 0.30 -0.1522
H -0.20 1.98 7.19 0.0971
H -2.14 2.77 5.87 0.0999
H -2.21 2.41 3.44 0.0955
H 1.60 0.45 3.63 0.0860
H 1.67 0.83 6.05 0.0988
H 0.37 -1.95 0.74 0.0957
H 2.48 -3.19 0.46 0.1038
H 4.64 -2.01 0.61 0.1001
H 4.69 0.44 0.98 0.1017
H 2.59 1.69 1.22 0.0983
H -1.14 -1.28 3.26 0.0951
H -2.67 -3.21 3.27 0.0961
H -4.20 -3.58 1.36 0.0992
H -4.20 -2.00 -0.56 0.0981
H -2.73 -0.08 -0.57 0.0392

Record 3
58
Properties=species:S:1:pos:R:3:lowdin_charge:R:1 method="wB97M-V/def2-TZVPD" charge=+4 spin_multiplicity=3 lumo_ev="-14.20 / -13.42" orbital_gap_ev="4.861 / 5.668"
Mo -0.22 0.04 -0.04 1.4339
S 3.98 5.08 3.86 1.1949
N 2.75 4.15 4.29 -0.1913
C 2.37 3.38 3.29 -0.2772
C 1.30 2.42 3.27 -0.0362
C 0.44 2.14 4.34 0.1025
C -0.56 1.20 4.16 0.0248
C -0.70 0.57 2.93 -0.1165
N 0.10 0.82 1.88 -0.1129
C 1.10 1.72 2.06 -0.1277
C 1.91 1.93 0.90 -0.1240
N 1.59 1.18 -0.19 -0.0416
C 2.32 1.39 -1.30 -0.0773
C 3.35 2.32 -1.38 0.0296
C 3.69 3.09 -0.28 0.1027
C 2.96 2.89 0.90 -0.0382
C 3.18 3.61 2.12 -0.2757
N 4.10 4.54 2.35 -0.1909
H 0.57 2.65 5.29 0.1533
H -1.24 0.96 4.96 0.1388
H -1.46 -0.19 2.78 0.1171
H 2.08 0.78 -2.16 0.1102
H 3.88 2.43 -2.32 0.1406
H 4.48 3.82 -0.32 0.1535
N -0.50 0.90 -3.25 0.1955
C -0.08 -0.36 -3.12 -0.4428
N 0.03 -1.09 -4.20 0.2133
C 0.44 -2.36 -4.11 -0.3663
N 0.54 -3.11 -5.17 0.2792
N 0.78 -2.88 -2.89 0.2308
C 0.65 -2.13 -1.85 -0.2636
N 0.19 -0.84 -1.84 -0.0622
C 1.00 -2.66 -0.53 -0.1766
C 1.47 -3.96 -0.36 0.0672
C 1.73 -4.42 0.92 0.0508
C 1.50 -3.55 1.98 0.0285
C 1.04 -2.27 1.73 -0.0698
N 0.79 -1.80 0.50 -0.0379
H -0.65 1.24 -4.20 0.1492
H -0.50 1.55 -2.48 0.0800
H 0.31 -2.76 -6.09 0.1612
H 0.87 -4.07 -5.08 0.1577
H 1.62 -4.58 -1.23 0.1396
H 2.09 -5.43 1.08 0.1482
H 1.68 -3.88 3.00 0.1407
H 0.87 -1.59 2.56 0.1135
S -2.40 0.52 -0.29 0.7233
C -4.10 1.02 -0.52 -0.5521
N -5.04 0.30 0.12 0.0883
C -6.35 0.57 0.01 0.0378
C -6.77 1.62 -0.80 0.0535
C -5.82 2.38 -1.47 0.0564
C -4.46 2.08 -1.33 -0.0164
H -4.76 -0.48 0.71 0.1796
H -7.04 -0.05 0.56 0.1691
H -7.82 1.83 -0.89 0.1501
H -6.12 3.20 -2.11 0.1516
H -3.72 2.66 -1.84 0.1304

Record 4
55
Properties=species:S:1:pos:R:3:lowdin_charge:R:1 method="wB97M-V/def2-TZVPD" relative_energy_kcal_mol=0.0 charge=-2 spin_multiplicity=1 lumo_ev=3.68 orbital_gap_ev=5.765
Au -0.05 -3.68 0.41 0.4466
S 3.06 -2.33 -0.38 0.1676
P 1.56 -1.05 -0.28 0.3177
C -0.01 -1.79 -0.30 -0.7465
P -1.59 -1.05 -0.41 0.3033
S -3.10 -2.29 -0.54 0.1735
C -1.81 0.05 1.05 -0.3311
C -2.30 -0.56 2.21 -0.1217
C -2.37 0.15 3.40 -0.0856
C -1.95 1.47 3.45 -0.1123
C -1.46 2.08 2.31 -0.0970
C -1.38 1.37 1.12 -0.1099
C -1.69 0.06 -1.86 -0.3499
C -2.48 1.21 -1.88 -0.0993
C -2.62 1.94 -3.05 -0.0991
C -1.98 1.53 -4.22 -0.1104
C -1.21 0.38 -4.21 -0.0943
C -1.07 -0.35 -3.04 -0.1008
C 1.72 0.18 -1.64 -0.3411
C 1.23 1.48 -1.54 -0.1050
C 1.32 2.35 -2.62 -0.0894
C 1.90 1.93 -3.81 -0.1117
C 2.39 0.64 -3.91 -0.0982
C 2.30 -0.23 -2.83 -0.1169
C 1.80 -0.02 1.22 -0.3360
C 2.67 1.07 1.25 -0.1020
C 2.86 1.78 2.43 -0.1014
C 2.21 1.39 3.60 -0.1061
C 1.37 0.29 3.58 -0.0820
C 1.16 -0.41 2.40 -0.0961
H -2.63 -1.59 2.16 0.0617
H -2.74 -0.34 4.29 0.1015
H -2.00 2.02 4.39 0.0924
H -1.12 3.11 2.34 0.0965
H -0.99 1.86 0.24 0.0778
H -3.01 1.51 -0.99 0.1011
H -3.23 2.84 -3.06 0.0915
H -2.09 2.11 -5.13 0.0899
H -0.72 0.05 -5.11 0.0999
H -0.47 -1.26 -3.02 0.1052
H 0.79 1.83 -0.62 0.0839
H 0.93 3.36 -2.53 0.0990
H 1.96 2.61 -4.65 0.0923
H 2.85 0.30 -4.83 0.0945
H 2.70 -1.23 -2.89 0.0649
H 3.20 1.36 0.36 0.1024
H 3.54 2.63 2.44 0.0899
H 2.37 1.94 4.52 0.0898
H 0.87 -0.03 4.48 0.1050
H 0.51 -1.27 2.39 0.0275
S 1.54 -6.64 3.76 -0.2187
As -0.24 -6.08 2.82 -0.5656
S -0.41 -3.81 2.67 0.0477
S -0.06 -6.01 0.58 -0.0728
S -2.04 -6.90 3.48 -0.2224

Copy entry 2 word for word.
52
Properties=species:S:1:pos:R:3:lowdin_charge:R:1 method="wB97M-V/def2-TZVPD" charge=-1 spin_multiplicity=1 lumo_ev=1.72 orbital_gap_ev=5.201
K -0.32 0.77 -2.41 0.4014
S -2.78 -0.90 -3.28 0.3710
C -3.07 0.52 -4.24 -1.2601
S -2.60 2.13 -3.73 0.3067
C -3.70 0.41 -5.49 -0.4478
C -3.69 1.46 -6.45 -0.3186
N -3.72 2.29 -7.26 0.0955
C -4.36 -0.78 -5.90 -0.3077
N -4.88 -1.75 -6.26 0.0963
N 4.12 1.05 -4.69 0.0460
C 4.62 0.26 -3.68 -0.1039
C 3.58 0.06 -2.82 -0.1447
N 2.46 0.72 -3.28 0.0021
C 2.82 1.30 -4.40 -0.1957
H 4.61 1.38 -5.50 0.1469
H 5.64 -0.08 -3.68 0.1032
H 3.57 -0.50 -1.91 0.0819
H 2.18 1.89 -5.03 0.1311
C -0.23 1.82 6.12 -0.1009
C -1.32 2.26 5.38 -0.0946
C -1.35 2.06 4.00 -0.1424
C -0.30 1.41 3.35 -0.4057
C 0.78 0.97 4.11 -0.1256
C 0.82 1.18 5.48 -0.0933
Sb -0.48 1.11 1.24 1.4962
C 1.32 -0.04 1.02 -0.4068
C 1.31 -1.42 0.79 -0.1076
C 2.50 -2.12 0.64 -0.0835
C 3.72 -1.46 0.72 -0.1123
C 3.74 -0.08 0.93 -0.1069
C 2.55 0.61 1.07 -0.1569
C -1.82 -0.54 1.36 -0.4124
C -1.81 -1.43 2.43 -0.1407
C -2.67 -2.52 2.43 -0.0978
C -3.54 -2.73 1.36 -0.0875
C -3.55 -1.84 0.29 -0.0771
C -2.70 -0.74 0.30 -0.1522
H -0.20 1.98 7.19 0.0971
H -2.14 2.77 5.87 0.0999
H -2.21 2.41 3.44 0.0955
H 1.60 0.45 3.63 0.0860
H 1.67 0.83 6.05 0.0988
H 0.37 -1.95 0.74 0.0957
H 2.48 -3.19 0.46 0.1038
H 4.64 -2.01 0.61 0.1001
H 4.69 0.44 0.98 0.1017
H 2.59 1.69 1.22 0.0983
H -1.14 -1.28 3.26 0.0951
H -2.67 -3.21 3.27 0.0961
H -4.20 -3.58 1.36 0.0992
H -4.20 -2.00 -0.56 0.0981
H -2.73 -0.08 -0.57 0.0392